(1)
DFT (ωB97M-V/def2-TZVPD) results for a structure of composition C13H22ClN4O2Re.

Last column: Mulliken charge in e.
Positions of all 43 atoms, in Å:
Re1 0.89 -0.35 0.00  1.73
N1 3.07 -0.02 0.03  -0.54
C1 3.36 1.40 0.38  -0.74
C2 2.35 2.27 -0.33  -0.61
N2 0.96 1.81 0.00  0.01
C3 0.55 2.36 1.34  -0.76
C4 -0.08 1.29 2.23  -0.61
N3 0.72 0.03 2.15  -0.60
C5 0.00 2.22 -1.08  -0.76
C6 0.29 1.49 -2.40  -0.96
N4 0.71 0.06 -2.17  -0.54
H1 3.58 -0.64 0.66  0.32
H2 3.48 -0.21 -0.88  0.32
H3 4.37 1.68 0.10  0.53
H4 3.28 1.51 1.47  0.29
H5 2.50 2.19 -1.41  0.35
H6 2.47 3.32 -0.07  0.45
H7 -0.17 3.17 1.21  0.44
H8 1.42 2.77 1.83  0.43
H9 -1.09 1.06 1.89  0.22
H10 -0.14 1.65 3.25  0.55
H11 0.25 -0.70 2.67  0.33
H12 1.61 0.17 2.63  0.29
H13 0.04 3.29 -1.25  0.53
H14 -1.00 1.96 -0.73  0.47
H15 1.07 2.00 -2.96  0.46
H16 -0.60 1.52 -3.01  0.44
H17 1.55 -0.13 -2.71  0.32
H18 0.01 -0.56 -2.56  0.32
Cl1 -5.15 -4.67 0.01  -0.02
C7 -3.98 -3.46 -0.01  0.17
C8 -4.37 -2.10 -0.03  -0.66
C9 -3.43 -1.12 -0.04  -0.67
C10 -2.03 -1.43 -0.03  0.52
O1 -1.19 -0.46 -0.05  -0.15
C11 -1.64 -2.82 -0.01  0.79
C12 -0.26 -3.21 0.00  -0.03
O2 0.72 -2.44 0.00  -0.65
C13 -2.62 -3.81 0.00  -0.93
H19 -5.42 -1.85 -0.04  0.48
H20 -3.71 -0.08 -0.06  0.50
H21 -0.05 -4.29 0.00  0.45
H22 -2.34 -4.85 0.00  0.48

Output
HOMO-LUMO gap (spin up / spin down) = 0.286 / 0.192 Eh
net charge = +3
multiplicity = 4
HOMO (spin up / spin down) = -18.154 / -17.734 eV
⟨S²⟩ = 3.78

(2)
DFT (ωB97M-V/def2-TZVPD) results for a cluster of 3 separate species, C24H27ClF5N2O4P2 in total in a non-equilibrium geometry.

Last column: Mulliken charge in e.
Positions of all 65 atoms, in Å:
C1 3.49 -3.62 1.04  -1.09
C2 2.26 -3.23 1.89  -0.56
P1 0.99 -2.48 0.71  -0.28
C3 1.56 -0.72 0.55  0.12
C4 0.99 0.01 -0.70  -1.17
P2 -0.93 -2.66 1.84  -0.42
Cl1 -1.42 -0.50 1.68  -0.53
C5 -1.93 -3.12 0.22  0.72
F1 -1.70 -2.25 -0.83  -0.28
F2 -1.44 -4.34 -0.22  -0.34
C6 -3.42 -3.32 0.42  0.01
C7 -4.02 -4.49 -0.03  -0.65
C8 -5.37 -4.68 0.12  -0.45
C9 -6.19 -3.74 0.70  -0.87
C10 -5.59 -2.58 1.16  0.04
C11 -6.40 -1.49 1.82  0.95
F3 -6.22 -1.44 3.15  -0.26
F4 -7.70 -1.51 1.51  -0.28
F5 -5.94 -0.28 1.37  -0.27
C12 -4.24 -2.39 1.01  -0.17
H1 3.74 -2.77 0.39  0.20
H2 4.32 -3.85 1.72  0.36
H3 3.22 -4.48 0.44  0.37
H4 1.77 -4.07 2.38  0.51
H5 2.47 -2.43 2.61  0.31
H6 2.64 -0.77 0.40  -0.35
H7 1.43 -0.13 1.46  0.52
H8 0.33 -0.62 -1.30  0.26
H9 0.42 0.87 -0.33  0.26
H10 1.79 0.43 -1.33  0.34
H11 -0.26 -2.41 3.11  0.19
H12 -2.17 -2.81 2.59  0.13
H13 -0.70 -4.08 2.04  0.09
H14 -3.47 -5.28 -0.52  0.45
H15 -5.85 -5.60 -0.23  0.35
H16 -7.26 -3.86 0.80  0.42
H17 -3.82 -1.45 1.36  0.38
C13 -2.64 3.89 -1.64  -0.47
C14 -2.90 3.25 -2.85  -0.45
C15 -2.12 3.52 -3.96  -0.32
C16 -1.09 4.44 -3.85  0.12
C17 -0.83 5.09 -2.66  -0.31
C18 -1.61 4.82 -1.55  -0.40
N1 -0.25 4.72 -5.03  1.01
O1 -0.52 4.14 -6.06  -0.61
O2 0.66 5.51 -4.89  -0.61
H18 -3.25 3.67 -0.77  0.40
H19 -3.71 2.53 -2.91  0.39
H20 -2.33 3.02 -4.90  0.44
H21 -0.02 5.81 -2.59  0.43
H22 -1.41 5.32 -0.62  0.38
C19 6.67 3.19 -0.38  -0.40
C20 6.11 3.89 0.69  -0.42
C21 5.23 3.25 1.55  -0.44
C22 4.93 1.92 1.34  0.03
C23 5.48 1.21 0.28  -0.14
C24 6.35 1.86 -0.58  -0.57
N2 4.02 1.23 2.27  1.06
O3 3.54 1.88 3.18  -0.63
O4 3.81 0.05 2.06  -0.53
H23 7.35 3.69 -1.05  0.37
H24 6.36 4.93 0.84  0.37
H25 4.80 3.79 2.38  0.45
H26 5.23 0.17 0.12  0.46
H27 6.78 1.32 -1.41  0.38

Output
HOMO-LUMO gap = 0.179 Eh
net charge = -1
multiplicity = 1
HOMO = -3.621 eV

| no. | E_tot (hartree) |
| --- | --- |
| 1 | -1415.56554 |
| 2 | -2983.27008 |